Computed, not measured: C4H5FO2S in the gas phase, with ωB97M-V with the def2-TZVPD basis set.

Values from the calculation:
DFT total energy   -803.84394 a.u.
ΔE to the lowest compared entry with this formula, charge and spin   277.72 kJ/mol
HOMO energy   -0.3470 Ha
SMILES   CS/C(=C/F)C(=O)O
Gap between HOMO and LUMO   0.3236 hartree
LUMO level   -0.023 hartree

The geometry in XYZ format:
```
13
Properties=species:S:1:pos:R:3:forces:R:3
C -0.482 1.144 1.570 -2.2 2.4 2.8
C -0.421 -0.472 -0.447 -0.8 1.5 -3.5
C -0.363 0.116 -1.707 1.5 0.5 0.8
C 0.583 -1.340 0.177 2.8 0.4 0.1
H -0.061 2.139 1.222 0.3 -1.9 -0.7
H 0.080 0.257 1.946 0.3 1.9 0.3
H -1.147 1.716 2.411 1.4 -2.1 -1.3
H -1.062 0.965 -1.966 1.0 -1.3 -0.1
H 1.501 -1.678 -1.799 0.3 0.3 4.7
O 1.712 -1.698 -0.706 -2.9 0.0 -1.5
O 0.624 -1.436 1.399 0.6 -1.2 -3.2
F 0.747 0.026 -2.699 -2.9 -0.4 2.6
S -1.711 0.260 0.598 0.7 -0.1 -1.0
```
Positions in Å, forces in eV/Å.

Mulliken population analysis, charges in e, atoms 1 to 2: atom 1 (C): -0.76, atom 2 (C): 0.09